# 1
ORCA calculation (ωB97M-V/def2-TZVPD) on a molecular structure, C11H12CoN2O4.

Each line ends with the Mulliken spin population.
Positions of all 30 atoms, in Å:
C1 -2.027 -1.406 1.496  0.017
O1 -3.084 0.769 -1.552  0.009
C2 1.114 -0.016 2.821  0.304
N1 1.018 0.437 1.557  -0.018
C3 -0.240 1.163 -3.787  -0.028
C4 -1.967 0.524 -1.724  0.070
H1 -1.200 -0.763 -4.154  0.003
H2 1.675 1.075 1.110  -0.006
H3 1.924 0.856 4.582  0.028
H4 3.024 0.862 3.168  -0.001
C5 1.438 0.343 -1.500  0.083
C6 -0.134 -1.405 -1.484  0.058
C7 -0.265 -0.247 -3.896  -0.011
C8 2.255 0.292 3.700  0.015
O2 -0.224 2.936 -0.683  0.017
H5 0.694 1.707 -3.996  0.000
H6 2.709 -0.636 4.071  0.023
H7 -2.802 -1.036 2.183  -0.003
O3 0.005 -2.512 -1.180  0.015
C9 -0.044 -0.766 3.023  0.319
C10 -0.743 -0.750 1.792  0.042
H8 -1.957 -2.493 1.644  -0.006
O4 2.555 0.392 -1.180  0.004
N2 -0.064 -0.023 0.894  0.319
H9 -1.151 1.749 -3.976  0.002
Co1 -0.243 0.313 -1.973  1.668
C11 -0.220 1.867 -1.134  0.080
H10 0.645 -0.772 -4.219  0.002
H11 -2.343 -1.203 0.464  -0.001
H12 -0.345 -1.256 3.930  -0.003

Summary:
LUMO (alpha / beta): -0.266 / -0.430 Ha
spin multiplicity: 4
DFT total energy: -2218.7708 Ha
orbital gap (alpha / beta): 7.4 / 6.4 eV
net charge: +2

=====

# 2
ORCA calculation (ωB97M-V/def2-TZVPD) on 9 unconnected molecules or ions with the total composition C8H35N16O9.

Each line ends with the Mulliken charge.
Positions of all 68 atoms, in Å:
H1 -12.997 -4.483 8.035  0.141
C1 -11.491 -8.388 11.719  0.482
H2 -7.555 -8.312 16.102  0.177
H3 -6.262 -11.368 13.797  0.192
H4 -9.396 -11.322 7.455  0.153
H5 -5.004 -4.981 9.183  0.221
H6 -10.797 -7.205 8.516  0.221
H7 -7.685 -7.565 11.236  0.006
O1 -6.896 -9.011 11.772  -0.377
H8 -3.082 -5.416 12.116  0.246
N1 -6.179 -10.459 13.377  -0.408
H9 -12.271 -9.368 10.090  0.231
N2 -4.638 -4.908 14.024  -0.427
H10 -7.583 -11.020 8.873  0.163
H11 -8.943 -10.259 11.797  0.148
N3 -3.935 -5.952 12.105  -0.494
O2 -8.331 -6.818 11.196  0.779
N4 -12.197 -4.337 8.619  -0.449
N5 -11.548 -6.551 8.338  -0.241
N6 -11.876 -7.508 12.686  -0.385
N7 -9.707 -6.930 15.680  -0.456
C2 -8.949 -9.526 8.329  0.711
O3 -6.139 -5.431 12.391  -0.533
H12 -10.416 -6.257 15.446  0.301
N8 -7.551 -7.718 15.293  -0.300
O4 -10.445 -5.200 9.772  -0.637
H13 -4.970 -9.006 10.841  0.114
H14 -7.225 -9.445 9.440  0.014
O5 -6.715 -2.401 9.628  -0.698
H15 -7.090 -5.521 9.339  0.325
N9 -7.360 -4.552 9.319  -0.209
H16 -6.678 -7.595 14.808  0.208
N10 -12.479 -8.890 10.946  -0.402
C3 -11.343 -5.342 8.950  0.602
H17 -5.077 -7.540 7.068  0.254
C4 -8.602 -6.979 14.864  0.468
O6 -5.824 -7.091 9.429  -0.606
N11 -8.246 -10.725 12.366  -0.422
H18 -13.430 -8.872 11.267  0.168
H19 -5.252 -10.077 13.297  0.269
H20 -3.680 -4.980 14.317  0.155
H21 -9.187 -7.260 10.974  0.102
H22 -8.268 -4.248 9.628  0.174
H23 -8.532 -11.259 13.168  0.254
H24 -11.141 -7.243 13.316  0.145
N12 -4.590 -8.955 9.906  -0.332
C5 -5.064 -7.986 9.076  0.430
C6 -5.002 -5.427 12.813  0.566
C7 -7.087 -10.007 12.471  0.258
N13 -7.843 -10.052 8.931  -0.247
H25 -12.774 -7.073 12.595  0.171
H26 -5.267 -4.457 14.661  0.239
O7 -9.221 -8.343 8.515  -0.686
H27 -10.461 -9.964 7.083  0.254
C8 -6.417 -3.556 9.375  0.504
H28 -10.035 -7.806 16.054  0.207
H29 -12.207 -6.626 7.587  0.214
N14 -5.136 -3.987 9.098  -0.430
N15 -4.614 -8.059 7.793  -0.497
N16 -9.700 -10.377 7.588  -0.452
H30 -11.999 -3.428 8.994  0.253
H31 -4.411 -3.357 9.392  0.239
H32 -8.390 -6.488 12.134  0.568
O8 -8.523 -6.351 13.812  -0.695
H33 -4.279 -9.846 9.561  0.242
H34 -3.898 -8.696 7.494  0.148
H35 -4.157 -6.356 11.210  0.167
O9 -10.292 -8.581 11.472  -0.503

Summary:
relative energy (zero: lowest compared OMol25 entry of this formula, charge and spin): 0.0 kcal/mol
LUMO: -0.080 Ha
DFT total energy: -1879.2494 Ha
orbital gap: 7.9 eV
net charge: +1

=====

# 3
ORCA calculation (ωB97M-V/def2-TZVPD) on 9 unconnected molecules or ions with the total composition C8H33BF4NO8.

Each line ends with the Mulliken charge.
Positions of all 55 atoms, in Å:
H1 0.575 -1.710 -3.540  0.398
C1 -4.583 1.285 -4.164  -0.206
C2 3.239 0.950 7.087  -0.104
H2 -2.312 -2.659 3.754  0.335
H3 2.137 -0.561 -6.875  0.387
O1 1.948 -3.189 -3.722  -0.374
C3 1.742 -1.221 -6.103  -1.392
H4 -5.622 1.534 -4.382  0.229
H5 0.230 -4.156 -3.525  0.295
H6 0.091 3.918 4.039  0.317
N1 3.673 -1.165 -4.687  -0.746
H7 -4.246 0.750 4.183  0.342
O2 -3.798 2.453 -3.962  -0.524
H8 -4.680 -0.671 4.471  0.331
F1 -0.605 0.011 3.407  -0.412
H9 2.180 0.143 -4.574  0.350
H10 1.638 0.890 5.842  0.271
H11 3.843 -2.114 -4.388  0.287
H12 3.937 0.534 6.360  0.232
H13 1.913 0.371 8.684  0.281
H14 3.483 2.031 0.153  0.328
F2 -0.941 -0.596 1.279  -0.374
F3 0.418 1.108 1.688  -0.418
H15 -4.114 0.749 -4.989  0.265
O3 -3.050 -3.215 4.004  -0.653
H16 -3.371 0.563 -2.477  0.284
O4 0.110 3.019 -2.408  -0.623
H17 2.046 -2.212 -6.439  0.274
H18 3.244 -0.643 8.522  0.315
H19 -4.957 0.811 -2.026  0.347
H20 2.047 -1.509 -2.542  0.392
C4 2.260 -0.937 -4.696  0.412
C5 2.548 -0.065 7.913  -1.066
H21 0.661 -1.168 -6.232  0.326
H22 -0.640 2.859 -2.980  0.304
H23 3.685 1.703 7.737  0.230
H24 2.873 2.361 -1.193  0.320
H25 1.873 -0.740 7.387  0.339
H26 -4.590 -0.600 -3.093  0.317
O5 3.706 2.155 -0.770  -0.650
B1 -0.766 0.477 2.095  0.606
O6 -4.898 0.241 4.664  -0.671
H27 -4.136 2.877 -3.170  0.305
H28 4.129 -0.560 -4.019  0.267
O7 -0.474 4.495 3.525  -0.662
C6 1.657 -1.843 -3.503  -0.680
H29 -2.818 -3.547 4.871  0.309
O8 2.184 1.543 6.286  -0.496
H30 1.564 -5.157 -3.055  0.237
F4 -1.862 1.318 2.066  -0.398
H31 1.051 -3.784 -1.953  0.313
C7 1.171 -4.144 -2.975  -0.742
H32 -0.148 2.646 -1.565  0.324
C8 -4.379 0.446 -2.874  -1.017
H33 -0.867 3.923 2.866  0.342

Summary:
relative energy (zero: lowest compared OMol25 entry of this formula, charge and spin): 29.8 kcal/mol
LUMO: 0.089 Ha
DFT total energy: -1405.8433 Ha
orbital gap: 9.5 eV
net charge: -1

=====

# 4
ORCA calculation (ωB97M-V/def2-TZVPD) on CH4N2O3S in the gas phase.

Each line ends with the Mulliken charge.
Positions of all 11 atoms, in Å:
N1 -0.591 1.939 -0.979  -0.645
H1 1.483 -2.255 0.940  0.227
H2 0.324 2.180 -0.630  0.288
H3 -1.253 2.461 -0.427  0.298
O1 -1.109 -0.776 -1.393  -0.516
C1 0.949 -0.421 0.122  0.614
H4 -0.123 -1.850 1.196  0.209
O2 1.995 0.050 -0.133  -0.474
O3 -1.623 0.186 0.885  -0.561
S1 -0.804 0.088 -0.302  0.948
N2 0.752 -1.601 0.721  -0.386

Summary:
relative energy (zero: lowest compared OMol25 entry of this formula, charge and spin): 28.4 kcal/mol
LUMO: 0.022 Ha
DFT total energy: -773.8806 Ha
orbital gap: 11.0 eV
SMILES: NC(=O)S(N)(=O)=O
net charge: 0

=====

# 5
ORCA calculation (ωB97M-V/def2-TZVPD) on a molecular structure, C3H28N6O11.

Each line ends with the Mulliken charge.
Positions of all 48 atoms, in Å:
H1 -17.938 4.666 3.341  0.296
N1 -16.868 3.724 5.780  -0.411
H2 -16.494 7.131 -1.546  0.130
N2 -16.947 3.058 0.876  -0.441
N3 -15.558 3.658 2.369  -0.872
C1 -16.507 5.117 -1.483  0.760
H3 -16.306 1.409 -0.712  0.165
H4 -17.776 0.670 2.238  0.293
H5 -15.694 0.045 -0.947  0.282
O1 -15.557 0.976 -1.121  -0.616
H6 -14.655 3.125 3.759  0.257
H7 -14.743 2.883 -0.326  0.346
O2 -17.809 0.995 -0.238  -0.738
H8 -15.205 5.282 2.234  0.316
O3 -17.775 5.579 3.106  -0.658
H9 -18.395 0.240 -0.182  0.271
O4 -13.822 3.904 3.411  -0.442
N4 -15.307 3.069 4.528  -0.504
H10 -18.345 3.427 2.357  0.675
O5 -14.492 2.754 -1.241  -0.802
H11 -18.167 5.677 2.238  0.277
H12 -16.283 3.409 3.026  0.434
H13 -17.752 4.179 5.955  0.275
H14 -13.249 4.301 2.755  0.605
H15 -15.799 6.565 1.692  0.279
H16 -17.198 2.761 -0.056  0.982
O6 -18.417 1.219 1.787  -0.803
H17 -16.745 2.813 6.199  0.149
N5 -16.995 5.248 -0.321  -0.210
O7 -16.232 5.073 4.124  -0.485
H18 -15.701 6.286 -2.875  0.248
H19 -17.131 6.197 -0.003  0.204
H20 -17.472 2.818 1.705  -0.122
H21 -14.332 3.637 -1.573  0.314
H22 -17.625 1.224 0.673  0.645
H23 -14.588 3.585 2.644  0.461
O8 -16.146 4.066 -1.971  -0.640
O9 -17.953 3.318 3.223  -0.564
H24 -13.399 3.073 3.629  0.465
C2 -15.783 3.476 1.130  -0.529
H25 -17.369 4.464 0.194  0.228
H26 -15.357 2.154 4.953  0.121
O10 -14.980 3.678 0.256  -0.640
H27 -19.255 0.780 1.936  0.334
O11 -15.838 5.970 2.441  -0.557
H28 -18.350 2.518 3.568  0.146
N6 -16.270 6.280 -2.041  -0.453
C3 -16.142 4.034 4.734  0.531

Summary:
relative energy (zero: lowest compared OMol25 entry of this formula, charge and spin): 617.6 kcal/mol
LUMO: -0.040 Ha
DFT total energy: -1286.4578 Ha
orbital gap: 5.0 eV
net charge: 0

=====

# 6
ORCA calculation (ωB97M-V/def2-TZVPD) on 2 unconnected molecules or ions with the total composition C3H9NS2.

Each line ends with the Mulliken charge.
Positions of all 15 atoms, in Å:
C1 -0.940 2.298 -1.289  -0.774
H1 -1.649 1.524 -1.001  0.272
H2 0.569 -1.013 -1.449  0.266
H3 -1.343 3.288 -1.095  0.309
H4 -1.770 -4.252 -0.053  0.264
H5 1.418 -1.736 -0.062  0.302
H6 -1.071 -2.575 -0.473  0.125
H7 -0.611 -2.348 1.754  0.303
S1 0.582 2.135 -0.291  -0.104
H8 2.119 -0.334 -0.900  0.383
C2 1.193 -0.806 -0.583  -0.870
N1 -0.948 -3.267 1.488  -0.570
H9 -0.746 2.139 -2.349  0.272
S2 0.398 0.304 0.613  -0.071
C3 -1.295 -3.333 0.278  -0.108

Summary:
relative energy (zero: lowest compared OMol25 entry of this formula, charge and spin): 23.8 kcal/mol
LUMO: 0.027 Ha
DFT total energy: -970.7939 Ha
orbital gap: 9.9 eV
SMILES: CSSC.C=N
net charge: 0